(1)
Here is an isolated molecule of C10H7ClO at a distorted geometry from the OMol25 dataset. Energies are from ωB97M-V with the def2-TZVPD basis set.

```
! wB97M-V def2-TZVPD RIJCOSX def2/J DEFGRID3
* xyz 0 1
Cl -3.0497 2.6618 1.6733
C -1.8583 1.7931 0.8931
C -1.4063 2.0682 -0.4461
C -0.3533 1.3698 -1.0076
C 0.1077 0.3349 -0.2405
C -0.2786 -0.0235 1.0775
C -1.1960 0.7980 1.6382
C 0.3734 -1.2684 1.4942
C 1.3519 -1.6864 0.6388
C 1.3618 -0.9933 -0.6379
C 1.3368 -1.6542 -1.9610
O 2.3549 -0.7317 -1.5633
H -1.8462 2.8217 -0.9617
H 0.0531 1.6776 -2.0557
H -1.4318 0.7076 2.6153
H 0.1963 -1.7476 2.3967
H 2.0583 -2.4047 1.0066
H 1.5513 -2.6394 -1.9719
H 0.6745 -1.0837 -2.5880
*
```

Values from the calculation:
- SMILES string: Clc1ccc2c(c1)C=C[C@@]21CO1
- Energy relative to the best compared isomer or geometry (same formula, charge and spin): 0.0 kcal per mole
- Strongest force on any atom: 5.35 eV/A
- HOMO energy: -8.44 eV

(2)
Here is a structure of composition C10H7CuN3S5 from the OMol25 dataset. Energies are from ωB97M-V with the def2-TZVPD basis set.

```
! wB97M-V def2-TZVPD RIJCOSX def2/J DEFGRID3
* xyz -1 1
Cu -0.5969 0.2596 2.1705
S -0.9573 1.4751 4.1331
S -1.6261 0.2102 5.6063
S -1.7713 -1.8338 4.8375
S -1.2001 -1.9061 2.8685
N 0.6563 0.5745 -1.8570
C 0.4345 -0.7924 -1.9517
C 0.5804 -1.6974 -3.0007
C 0.2576 -3.0104 -2.7219
C -0.1928 -3.4059 -1.4486
C -0.3347 -2.5033 -0.4144
C -0.0112 -1.1739 -0.6854
N -0.0567 -0.0618 0.1529
C 0.3433 0.9347 -0.5807
C 0.4361 2.3038 -0.0498
C 0.8266 3.4497 -0.6595
S 0.7325 4.7400 0.4521
C 0.1742 3.6505 1.6619
N 0.0693 2.4280 1.2621
H 0.9834 1.1839 -2.5831
H 0.9268 -1.3944 -3.9807
H 0.3532 -3.7549 -3.5026
H -0.4345 -4.4466 -1.2754
H -0.6806 -2.7953 0.5707
H 1.1564 3.6046 -1.6748
H -0.0684 3.9619 2.6707
*
```

Values from the calculation:
- Energy relative to the best compared isomer or geometry (same formula, charge and spin): 13.9 kcal per mole
- Strongest force on any atom: 0.94 eV/A
- HOMO energy: -1.94 eV

(3)
Here is a structure of composition C10H7LiS2 at a distorted geometry from the OMol25 dataset. Energies are from ωB97M-V with the def2-TZVPD basis set.

```
! wB97M-V def2-TZVPD RIJCOSX def2/J DEFGRID3
* xyz 0 1
C 0.0943 -0.8872 1.5766
S -1.2411 -0.0173 1.4653
S 1.6851 -0.7156 1.4222
C 2.1709 -3.6189 2.9599
Li -0.0687 -5.3156 -1.1525
C 1.0365 -2.9388 3.3905
C 0.1360 -2.7313 2.2497
C 0.7499 -3.4432 1.1169
C 1.9606 -4.0109 1.5574
C 2.7887 -4.6533 0.6427
C 2.5121 -4.5491 -0.7212
C 1.4712 -3.6937 -1.1602
C 0.4960 -3.2547 -0.2562
H 3.0471 -3.8843 3.5399
H 0.8564 -2.5423 4.4089
H -0.9596 -2.6466 2.3773
H 3.6400 -5.2230 0.9769
H 3.1389 -5.0212 -1.4624
H 1.4288 -3.3720 -2.2030
H -0.3210 -2.6305 -0.5501
*
```

Values from the calculation:
- Energy relative to the best compared isomer or geometry (same formula, charge and spin): 50.7 kcal per mole
- Strongest force on any atom: 2.39 eV/A
- HOMO energy: -6.55 eV

(4)
Here is an isolated molecule of C10H7NO at a distorted geometry from the OMol25 dataset. Energies are from ωB97M-V with the def2-TZVPD basis set.

```
! wB97M-V def2-TZVPD RIJCOSX def2/J DEFGRID3
* xyz 0 1
O -3.8579 0.0260 0.8391
C -2.7247 -0.1337 1.0337
C -1.6011 -0.3191 0.1059
N -2.0067 -0.7304 -1.1329
C -1.1314 -0.9178 -2.0832
C 0.1961 -0.6590 -2.0137
C 0.6920 -0.1794 -0.8052
C 2.0843 0.0942 -0.5219
C 2.4529 0.5761 0.6863
C 1.6138 0.8386 1.6756
C 0.2694 0.5850 1.4855
C -0.2606 -0.0367 0.3216
H -2.3125 -0.1176 2.0239
H -1.7135 -1.3043 -3.0668
H 0.8794 -0.8567 -2.8999
H 2.6530 -0.1309 -1.3585
H 3.3905 0.8908 0.8468
H 1.9627 1.4493 2.7536
H -0.5856 0.9256 2.1100
*
```

Values from the calculation:
- SMILES string: O=Cc1nccc2ccccc12
- Energy relative to the best compared isomer or geometry (same formula, charge and spin): 46.2 kcal per mole
- Strongest force on any atom: 7.33 eV/A
- HOMO energy: -8.87 eV

(5)
Here is an isolated molecule of C10H7NO2S at a distorted geometry from the OMol25 dataset. Energies are from ωB97M-V with the def2-TZVPD basis set.

```
! wB97M-V def2-TZVPD RIJCOSX def2/J DEFGRID3
* xyz 0 1
C 1.8372 -2.3941 -1.6147
C 0.9291 -3.0509 -0.6828
C 1.7185 -1.0479 -1.9170
C 0.0128 -2.3155 0.0468
C 0.4324 -0.3798 -1.2161
C -0.1628 -0.9288 -0.0543
C 0.4671 -0.3846 -2.4792
C -0.9676 1.0965 0.7893
C -0.8893 3.5071 1.2864
C -2.0834 1.6060 1.6819
N -1.7706 2.9611 2.0397
O 1.3602 2.2893 0.5610
O -0.8760 -0.2183 0.7639
S 0.0496 2.4558 0.0675
H 2.7177 -2.9215 -1.9959
H 1.0593 -4.1305 -0.4706
H 2.5791 -0.5748 -2.4428
H -0.5414 -2.9911 0.7358
H -0.4468 4.4798 1.4600
H -2.8815 1.8642 0.9734
H -2.5436 1.0782 2.4676
*
```

Values from the calculation:
- Energy relative to the best compared isomer or geometry (same formula, charge and spin): 229.0 kcal per mole
- Strongest force on any atom: 4.71 eV/A
- HOMO energy (spin up / spin down): -7.91 / -7.93 eV

(6)
Here is the ion C10H7S2 with charge -1 at a distorted geometry from the OMol25 dataset. Energies are from ωB97M-V with the def2-TZVPD basis set.

```
! wB97M-V def2-TZVPD RIJCOSX def2/J DEFGRID3
* xyz -1 1
S -2.4026 3.3372 0.9263
C -1.0751 2.3017 0.9383
S 0.5467 2.6057 0.9641
C -1.1260 0.7877 0.9623
C -0.3357 0.1642 2.1913
C 0.5750 -0.7748 1.7975
C 0.5898 -0.8772 0.3504
C 1.4715 -1.5207 -0.5558
C 1.2673 -1.4163 -1.9225
C 0.2234 -0.6012 -2.4065
C -0.5920 0.1304 -1.5156
C -0.3467 0.0428 -0.1631
H -2.1983 0.6000 0.9505
H -0.6780 0.3240 3.2309
H 1.2802 -1.3557 2.4142
H 2.2943 -2.1211 -0.1922
H 1.8647 -1.9488 -2.6619
H -0.0063 -0.5255 -3.4636
H -1.3523 0.8479 -1.8448
*
```

Values from the calculation:
- SMILES string: S=C([S-])[C@@H]1C=Cc2ccccc21
- Strongest force on any atom: 2.50 eV/A
- HOMO energy: -3.48 eV

(7)
Here is a cluster of 2 separate species, C10H8BrF3N2O6PS2 in total at a distorted geometry from the OMol25 dataset. Energies are from ωB97M-V with the def2-TZVPD basis set.

```
! wB97M-V def2-TZVPD RIJCOSX def2/J DEFGRID3
* xyz -1 1
O 0.3874 -4.3440 0.6072
P -0.6819 -3.1853 0.7130
C -0.0359 -1.4847 0.0177
C 1.5661 -1.3092 -0.3566
C 2.0178 0.1436 -0.9717
C 0.9077 1.3423 -1.1868
C -0.7146 1.1647 -0.8188
N -1.5811 2.3629 -1.0826
C -2.9910 1.9843 -0.7227
Br -4.3843 3.4376 -1.0583
C -3.5253 0.5628 -0.1351
C -5.1326 0.2471 0.1988
S -5.6577 -1.0082 -1.1331
O -5.8463 -0.2555 -2.4953
O -6.9753 -1.7522 -0.7923
N -2.5818 -0.5777 0.1453
C -1.1560 -0.2754 -0.2089
H -0.9626 -3.0041 2.1409
H -1.9491 -3.5021 0.0602
H 2.3349 -2.1985 -0.2129
H 3.1396 0.3283 -1.2653
H 1.2673 2.3970 -1.6087
H -5.2300 -0.3263 1.2397
H -5.7975 1.2077 0.2212
H -4.6158 -1.9712 -1.3106
C 6.8443 0.9623 1.3954
F 7.0010 -0.3679 1.0992
F 7.2417 1.1022 2.7009
F 7.7851 1.6234 0.6472
S 5.1059 1.5772 1.0914
O 4.2443 0.7673 1.9638
O 4.8535 1.3516 -0.3385
O 5.1220 3.0001 1.4568
*
```

Values from the calculation:
- Energy relative to the best compared isomer or geometry (same formula, charge and spin): 307.0 kcal per mole
- Strongest force on any atom: 7.75 eV/A
- HOMO energy: -6.30 eV

(8)
Here is an isolated molecule of C10H8BrN3OS at a distorted geometry from the OMol25 dataset. Energies are from ωB97M-V with the def2-TZVPD basis set.

```
! wB97M-V def2-TZVPD RIJCOSX def2/J DEFGRID3
* xyz 0 1
H -3.9197 1.1896 -0.1964
N -3.5437 2.1489 -0.4944
C -2.3195 2.2056 -0.7739
N -2.1128 3.4594 -1.2579
N -1.3396 1.2780 -0.6083
C -1.6528 -0.0477 -0.8092
O -2.5305 -0.3831 -1.6026
C -0.8421 -1.0460 -0.2285
C 0.4717 -0.8861 0.2880
C 0.9936 -2.0726 0.8087
C 2.2874 -2.2000 1.3513
Br 3.3907 -0.7316 1.8190
C 2.7692 -3.4825 1.5955
C 1.9990 -4.6483 1.4413
C 0.7629 -4.5249 0.8914
C 0.2663 -3.2677 0.4756
S -1.2462 -2.7888 -0.1782
H -1.5029 3.4000 -2.0822
H -2.9401 4.0948 -1.3121
H -0.4713 1.4868 -0.1417
H 1.0061 0.0504 0.3976
H 3.8070 -3.4709 2.0473
H 2.3514 -5.6785 1.7122
H 0.1398 -5.3443 0.6636
*
```

Values from the calculation:
- SMILES string: [H]/N=C(/N)NC(=O)c1cc2c(Br)cccc2s1
- Strongest force on any atom: 5.59 eV/A
- HOMO energy: -8.75 eV

(9)
Here is a cluster of 2 separate species, C10H8Cl2F2 in total from the OMol25 dataset. Energies are from ωB97M-V with the def2-TZVPD basis set.

```
! wB97M-V def2-TZVPD RIJCOSX def2/J DEFGRID3
* xyz 0 1
F 0.3647 -4.4783 0.6176
C 0.4925 -4.0126 1.8498
F -0.2559 -4.7038 2.6930
C 1.2666 -2.9826 2.1891
Cl 1.3575 -2.4439 3.8113
Cl 2.1813 -2.1323 1.0189
C -1.6121 -1.4470 1.4273
C -1.2718 -1.1444 0.1806
C -0.3020 -0.1249 -0.2078
C 0.2850 -0.1846 -1.4724
C 1.2230 0.7510 -1.8650
C 1.5828 1.7754 -1.0053
C 1.0011 1.8521 0.2501
C 0.0688 0.9134 0.6464
H -1.1877 -0.9340 2.2743
H -2.3256 -2.2221 1.6498
H -1.6967 -1.7054 -0.6421
H 0.0064 -0.9816 -2.1468
H 1.6718 0.6822 -2.8451
H 2.3071 2.5149 -1.3118
H 1.2778 2.6514 0.9214
H -0.3889 0.9982 1.6201
*
```

Values from the calculation:
- SMILES string: FC(F)=C(Cl)Cl.C=Cc1ccccc1
- Energy relative to the best compared isomer or geometry (same formula, charge and spin): 0.0 kcal per mole
- Strongest force on any atom: 0.62 eV/A
- HOMO energy: -8.63 eV